# 1
ORCA calculation (ωB97M-V/def2-TZVPD) on a cluster of 2 separate species, C4H14NO in total.

Lowest unoccupied orbital energy, eV: -3.1
HOMO level, eV: -15.79
Strongest force on any atom, Eh/bohr: 0.075
Kohn-Sham gap, eV: 12.677

Geometry as ORCA input:
```
! wB97M-V def2-TZVPD RIJCOSX def2/J DEFGRID3
* xyz 1 1
C -0.51 -0.88 -2.06
C -0.28 -0.47 -0.67
C -1.34 0.37 -0.10
C -1.16 1.03 1.24
N 1.04 0.18 -0.46
H -1.57 -1.15 -2.24
H -0.31 -0.01 -2.69
H 0.16 -1.75 -2.40
H -0.08 -1.36 -0.11
H -2.27 -0.25 0.07
H -1.49 1.12 -0.88
H -1.93 1.29 1.94
H -0.60 1.96 1.21
H -0.52 0.38 1.78
H 1.41 -0.23 0.51
H 0.90 1.17 -0.45
H 1.65 -0.25 -1.17
H 1.86 0.19 2.51
H 2.87 -0.93 2.12
O 2.18 -0.40 1.86
*
```


# 2
ORCA calculation (ωB97M-V/def2-TZVPD) on a structure of composition C37H24Br2N5O3TaTe.

Lowest unoccupied orbital energy, eV: -0.9
HOMO level, eV: -6.92
Strongest force on any atom, Eh/bohr: 0.050
Kohn-Sham gap, eV: 6.057

Geometry as ORCA input:
```
! wB97M-V def2-TZVPD RIJCOSX def2/J DEFGRID3
* xyz 0 1
Ta -0.74 -0.21 -0.34
O -3.36 4.69 0.96
C -3.06 4.69 -0.35
C -3.23 5.87 -1.07
C -2.97 5.91 -2.43
C -2.52 4.78 -3.09
C -2.30 3.62 -2.39
C -2.56 3.56 -1.01
C -2.26 2.32 -0.30
O -1.61 1.40 -0.91
N -2.70 2.14 0.93
N -2.36 0.94 1.42
C -2.93 0.48 2.48
C -2.58 -0.84 2.94
C -3.20 -1.40 4.06
C -2.85 -2.68 4.45
C -1.88 -3.36 3.73
C -1.32 -2.72 2.63
N -1.66 -1.51 2.23
H -3.26 3.76 1.29
H -3.58 6.75 -0.55
H -3.12 6.83 -2.97
H -2.33 4.81 -4.16
H -1.94 2.73 -2.88
H -3.70 1.03 3.01
H -3.94 -0.83 4.60
H -3.32 -3.14 5.31
H -1.56 -4.35 4.00
H -0.56 -3.22 2.04
Br 2.28 -3.42 1.50
C 2.45 -1.60 2.00
C 3.49 -1.22 2.84
C 3.62 0.10 3.19
Br 5.06 0.60 4.34
C 2.72 1.08 2.72
C 2.82 2.46 3.00
C 1.88 3.32 2.48
C 0.83 2.80 1.72
N 0.73 1.53 1.42
C 1.65 0.66 1.88
C 1.51 -0.71 1.49
O 0.56 -1.09 0.71
H 4.18 -1.96 3.21
H 3.64 2.82 3.60
H 1.95 4.38 2.66
H 0.06 3.45 1.33
C 1.93 2.59 -2.61
C 2.62 1.87 -3.56
C 2.47 0.50 -3.61
C 1.63 -0.18 -2.72
C 0.84 0.56 -1.82
C 1.03 1.93 -1.77
C 1.58 -1.65 -2.68
C 2.44 -2.44 -3.50
C 2.39 -3.80 -3.41
C 1.49 -4.41 -2.52
C 1.39 -5.80 -2.38
C 0.48 -6.34 -1.51
C -0.33 -5.51 -0.73
C -0.23 -4.14 -0.82
C 0.67 -3.55 -1.73
N 0.75 -2.21 -1.83
H 2.06 3.66 -2.52
H 3.27 2.37 -4.26
H 3.03 -0.04 -4.36
H 0.47 2.54 -1.07
H 3.13 -1.97 -4.18
H 3.03 -4.42 -4.03
H 2.03 -6.43 -2.98
H 0.38 -7.41 -1.42
H -1.04 -5.95 -0.04
H -0.84 -3.50 -0.22
Te -2.67 -1.48 -1.45
*
```


# 3
ORCA calculation (ωB97M-V/def2-TZVPD) on an isolated molecule of C7H10.

Lowest unoccupied orbital energy, eV: 1.2
HOMO level, eV: -9.08
Structure (SMILES): C1[C@@H]2CC3(CC3)[C@H]12
Strongest force on any atom, Eh/bohr: 0.007
Kohn-Sham gap, eV: 10.260

Geometry as ORCA input:
```
! wB97M-V def2-TZVPD RIJCOSX def2/J DEFGRID3
* xyz 0 1
C 0.21 -1.88 -0.91
C -0.78 -1.41 0.10
C -1.29 0.00 -0.21
C 0.14 0.50 0.02
C 0.56 1.43 1.11
C 0.64 1.87 -0.32
C 0.67 -0.92 0.13
H 0.12 -1.62 -1.96
H 0.56 -2.90 -0.73
H -1.26 -2.08 0.81
H -2.03 0.41 0.48
H -1.66 0.12 -1.24
H -0.16 1.86 1.80
H 1.51 1.15 1.56
H -0.16 2.55 -0.63
H 1.60 2.09 -0.77
H 1.43 -1.19 0.85
*
```